The following is a DFT calculation (the ωB97M-V functional and the def2-TZVPD basis) of C42H43As2HfN7O4S as an isolated structure.

```
! wB97M-V def2-TZVPD RIJCOSX def2/J DEFGRID3
* xyz 2 1
H -1.227 -3.676 -1.831
C -0.830 4.767 1.337
H 2.233 3.855 1.442
H -4.351 3.603 0.295
C -1.856 -4.845 -4.961
C -2.306 2.589 4.190
C -1.584 -1.622 1.257
C 1.773 -1.037 -4.057
C 1.087 -1.298 2.169
C 3.110 -1.266 -4.432
H 1.250 -1.484 3.226
H -3.806 3.233 -2.319
H -1.435 -1.515 -5.532
C -1.946 5.459 1.782
N -1.811 0.895 2.024
C 1.365 -3.071 -0.959
H -1.688 -6.185 -6.633
C -2.204 -6.114 -5.676
H 2.863 0.900 1.134
H -4.252 1.956 3.846
H -3.276 -6.148 -5.884
C -0.274 4.022 5.394
N 0.430 0.805 2.712
H -3.888 -2.710 2.530
C 4.144 -0.988 -3.584
N 1.024 -2.147 -0.060
C 2.040 3.778 0.374
H -3.849 0.697 1.927
H 0.375 4.011 -2.142
H -2.981 -3.750 1.414
C 2.535 -0.249 -1.908
H 2.930 3.392 -0.119
O -2.026 -0.004 -3.379
H -2.121 3.651 -2.662
Hf -0.404 -0.168 -0.141
C -1.356 -3.672 -2.905
C -3.213 5.032 1.413
H 3.313 -1.667 -5.416
H -4.087 5.582 1.739
H -1.824 6.334 2.406
H 1.016 -2.914 -1.970
C 1.472 -0.545 -2.808
N 0.200 -0.290 -2.302
C -1.633 -4.845 -3.583
H -2.869 2.254 -3.478
H 1.658 2.805 -2.290
C 2.127 -4.184 -0.658
H -4.491 -2.973 0.868
H -1.955 -6.987 -5.076
H 2.388 -4.885 -1.438
C -0.971 3.645 0.526
C 3.875 -0.464 -2.300
C -1.604 4.262 5.740
C -1.485 -2.455 -4.996
C 2.176 -3.436 1.602
As -2.327 1.649 -1.052
H -4.050 0.060 -0.068
N -3.299 1.858 3.536
H 5.171 -1.151 -3.882
O -1.079 -2.439 2.012
H -4.387 0.446 -1.757
C 2.530 -4.378 0.656
As 0.552 2.542 -0.042
S -1.185 -0.969 -2.724
H -4.843 1.610 -0.508
C -1.270 -2.485 -3.623
H 2.456 -3.550 2.641
H -0.016 2.325 -2.557
C -3.607 -2.864 1.489
N 2.199 0.221 -0.676
H 0.973 -1.248 -4.754
C -0.981 2.349 3.825
C -4.101 0.868 -0.794
H 3.107 -5.250 0.932
C 3.167 0.513 0.167
H -3.658 3.712 5.424
H 1.062 2.861 4.167
H 0.513 4.579 5.884
C 4.527 0.345 -0.132
N 0.619 -0.173 1.758
C -0.740 1.325 2.817
H 5.917 -0.298 -1.628
O -2.895 -1.716 0.983
H 1.796 4.755 -0.037
H -1.704 -5.775 -3.033
C 0.630 2.968 -1.963
O -1.672 -1.316 -1.347
C -1.771 -3.635 -5.653
C -2.623 3.543 5.150
C 1.445 -2.324 1.207
H -1.840 5.021 6.473
C -3.359 3.912 0.607
C -2.249 3.199 0.174
H -1.962 -3.616 -6.719
H 5.272 0.611 0.604
C -3.009 1.128 2.461
H 0.157 5.105 1.625
C 4.879 -0.149 -1.358
C 0.038 3.070 4.446
C -2.824 2.829 -2.557
*
```

Relative energy (zero: lowest compared OMol25 entry of this formula, charge and spin): 10.5 kcal per mole
LUMO level: -0.207 Eh

---

The following is a DFT calculation (the ωB97M-V functional and the def2-TZVPD basis) of a 2-piece molecular cluster, C3H5Cl3 overall.

```
! wB97M-V def2-TZVPD RIJCOSX def2/J DEFGRID3
* xyz 0 1
H 1.127 2.818 -2.544
H 2.076 -0.339 -0.571
H 1.436 -0.066 1.234
Cl -0.136 2.873 -2.084
C -1.067 -0.747 0.692
H -2.099 -0.598 0.183
Cl -0.262 -0.524 -1.832
Cl 1.428 -2.464 0.808
H -1.041 -1.002 1.752
C -0.073 -0.576 -0.161
C 1.333 -0.744 0.283
*
```

SMILES: C=C(Cl)CCl.Cl
Relative energy (zero: lowest compared OMol25 entry of this formula, charge and spin): 37.7 kcal per mole
LUMO level: 0.019 Eh

---

The following is a DFT calculation (the ωB97M-V functional and the def2-TZVPD basis) of one molecule with the formula C20H21N3O4.

```
! wB97M-V def2-TZVPD RIJCOSX def2/J DEFGRID3
* xyz 0 1
C 3.234 1.267 0.933
H 4.996 2.141 0.126
H 2.006 -2.535 0.938
H -1.601 0.886 -2.458
H -4.828 1.030 -0.239
C 4.591 0.239 -0.851
O 0.232 -0.078 -2.357
C -1.281 -2.230 0.238
C -4.378 2.014 -0.111
C 1.166 1.399 1.204
C -2.727 -3.410 1.711
C -0.128 -2.657 0.877
C -0.610 2.405 -0.169
H -0.167 -3.324 1.721
C -1.211 0.943 1.647
C -1.948 2.547 -0.487
H -2.260 -4.389 1.561
H -4.915 2.521 0.691
C -2.540 1.082 1.312
N 2.417 -0.770 -1.063
H -0.902 0.320 2.471
H -3.803 -3.538 1.820
C 1.109 -2.213 0.436
H -0.519 0.988 -3.871
O -2.553 -2.577 0.590
H -2.322 -2.950 2.619
H 5.236 0.717 1.171
N 1.613 0.852 2.305
H -4.511 2.583 -1.028
H 4.240 0.795 -1.719
C 0.042 -0.928 -1.301
H -3.296 0.559 1.880
H 0.153 2.908 -0.743
C -0.898 0.333 -3.088
H -1.408 -0.521 -3.544
H -2.106 -1.070 -1.335
H 2.259 0.014 -1.683
C -2.928 1.882 0.240
O 3.997 -1.851 0.175
C 1.212 -1.345 -0.634
C -1.187 -1.374 -0.863
O 2.958 0.763 2.139
H -2.236 3.182 -1.314
C 3.657 -0.929 -0.532
H 5.598 -0.134 -1.036
C 4.612 1.156 0.392
C -0.234 1.601 0.901
N 2.172 1.694 0.323
*
```

SMILES: COc1ccc(NC(=O)CCc2nc(-c3ccc(C)cc3)no2)c(OC)c1
Relative energy (zero: lowest compared OMol25 entry of this formula, charge and spin): 61.8 kcal per mole
LUMO level: 0.026 Eh

---

The following is a DFT calculation (the ωB97M-V functional and the def2-TZVPD basis) of one molecule with the formula C5H7N.

```
! wB97M-V def2-TZVPD RIJCOSX def2/J DEFGRID3
* xyz 0 1
H 0.171 0.600 1.615
C 0.237 0.904 -0.768
H 2.041 -0.474 0.007
C 0.078 -1.334 0.502
H -0.723 -1.890 0.022
H 0.788 1.832 -0.552
H -1.647 1.658 0.280
C 1.024 -0.567 -0.412
H 0.533 -1.844 1.351
H -1.791 0.204 -0.819
C -1.151 0.798 -0.168
C -0.247 0.086 0.758
N 0.624 -0.110 -1.651
*
```

Relative energy (zero: lowest compared OMol25 entry of this formula, charge and spin): 99.3 kcal per mole
LUMO level: 0.037 Eh

---

The following is a DFT calculation (the ωB97M-V functional and the def2-TZVPD basis) of a 12-piece molecular cluster, C18H60O12 overall.

```
! wB97M-V def2-TZVPD RIJCOSX def2/J DEFGRID3
* xyz 0 1
H 3.723 0.807 -0.743
H -1.266 -1.321 -4.999
O 0.350 1.155 1.404
C 0.625 -0.579 -0.260
H 0.934 2.066 -0.152
H -0.586 -2.649 -2.847
H -1.385 2.437 4.485
C -0.742 3.237 4.121
H -0.360 -0.776 1.636
H -4.823 -2.075 1.191
H 6.017 -1.339 0.133
H 1.877 1.712 5.004
H -1.428 -3.214 0.390
C -2.683 3.173 -1.076
H 2.720 4.098 -0.498
H 1.450 5.486 1.350
H -2.616 2.097 -1.255
H 2.917 0.379 -2.229
H 1.599 -4.328 -3.543
H 1.574 -0.895 0.182
C 1.000 -3.433 -3.713
H 3.550 2.024 -2.035
H 0.734 5.608 -0.228
H 2.251 3.234 0.956
H 1.099 -3.787 0.734
H -5.718 -1.463 -0.223
H 0.877 0.225 -0.956
H -3.531 -0.512 0.103
H 5.312 -2.957 0.182
O 4.988 0.615 -2.399
H 0.568 -3.502 -4.718
H -1.784 -4.512 1.533
H -2.478 -1.543 -1.792
O -0.423 4.128 5.188
H -3.756 3.269 -2.687
C -1.013 -3.812 1.207
O 2.521 0.797 3.194
C 1.855 3.752 0.070
C 2.155 0.742 4.582
H 5.745 -3.050 -1.926
H -2.771 0.480 -3.036
H -2.199 0.061 -5.515
O -3.647 -1.355 -0.365
C 3.748 0.976 -1.831
O -1.868 -1.303 -2.505
H 0.173 2.780 3.729
H 3.016 0.404 5.173
H -4.851 -2.999 -0.330
H -5.219 1.080 2.550
H -3.015 0.914 2.060
O -0.017 -3.426 -2.729
H -1.723 3.559 -0.746
H 2.739 -2.264 -4.302
O -3.127 3.849 -2.251
H -0.043 -4.409 -1.145
H 0.171 -1.392 -0.823
C 5.281 -1.997 -0.336
H 1.327 -1.291 -3.783
C 0.269 -4.505 0.764
H 4.299 -1.549 -0.173
O -3.574 0.842 1.281
H 0.523 -5.287 1.481
H 0.136 0.062 4.259
C 1.043 -0.259 4.772
H -5.572 1.074 0.823
O 5.567 -2.130 -1.723
H 1.357 -1.237 4.408
H 0.954 0.861 2.104
H -0.871 -3.117 2.044
H -0.310 5.008 4.823
O 1.113 2.835 -0.709
H 0.043 4.490 0.957
C -4.819 -2.001 0.100
H 5.080 -0.344 -2.337
H 2.319 -2.142 -2.599
H 3.077 1.576 3.089
H -3.396 3.318 -0.252
H -0.796 0.309 -4.462
H -1.277 0.184 0.498
H -3.492 -0.930 -3.769
C 0.977 4.891 0.561
H 0.863 -0.352 5.843
C -4.857 1.404 1.570
C -2.528 -0.503 -3.460
O 0.098 -5.122 -0.499
H -4.818 2.496 1.579
H -1.229 3.733 3.279
C -0.265 -0.017 0.849
C -1.640 -0.348 -4.672
C 1.900 -2.203 -3.607
*
```

SMILES: CCO.CCO.CCO.CCO.CCO.CCO.CO.CO.CO.CO.CO.CO
Relative energy (zero: lowest compared OMol25 entry of this formula, charge and spin): 83.1 kcal per mole
LUMO level: 0.008 Eh

---

The following is a DFT calculation (the ωB97M-V functional and the def2-TZVPD basis) of C12H18BBeCl6F10N3O4S2 as an isolated structure.

```
! wB97M-V def2-TZVPD RIJCOSX def2/J DEFGRID3
* xyz 0 1
H 1.689 -1.736 -3.040
Cl 5.362 -3.555 1.510
F -0.206 -1.252 -0.861
F 1.596 4.059 -1.704
H 5.438 0.274 3.801
H 1.512 -2.954 -5.222
H 3.144 -2.271 0.366
F -3.527 -0.363 0.983
O -2.362 2.297 2.346
H 3.456 -1.996 -3.033
F 1.677 -0.604 -0.048
H 2.681 -1.713 -5.397
F 0.623 0.509 -1.723
H 3.888 -4.767 0.009
O 0.598 1.695 1.398
C 3.640 0.949 2.789
H 2.900 0.648 3.529
Cl 3.694 -3.931 -5.225
Cl 4.014 2.668 3.129
H -4.189 -1.246 -2.210
Cl 6.040 0.636 1.603
F 0.058 2.893 -2.944
C -6.253 1.764 4.578
O -0.898 -0.252 1.541
C 3.763 -4.277 0.973
C 2.710 -3.151 0.832
Be -1.774 3.391 -1.611
H -3.938 -1.259 -4.035
H 4.757 -0.950 2.768
H 1.877 -3.485 0.220
N -2.194 0.999 -3.017
H 3.176 0.876 1.808
C -6.933 2.897 5.231
C -2.771 0.006 -3.036
N -7.432 3.794 5.742
C 2.497 -2.396 -3.351
H -6.945 1.335 3.854
F -4.589 0.937 -0.386
C 0.522 -0.190 -0.580
H -2.801 -2.095 -2.922
B 0.702 4.127 -2.758
Cl 2.132 -3.906 -2.352
F -4.964 1.031 1.739
C -4.053 0.874 0.824
S -2.664 2.192 0.934
S -0.359 0.825 0.740
Cl 2.312 -2.578 2.488
C 4.921 0.124 2.855
H 3.369 -5.026 1.657
F -0.314 5.013 -2.402
H -5.536 2.304 3.956
N -1.392 1.679 -0.122
F 1.317 4.580 -3.918
H -5.775 1.079 5.271
C -3.488 -1.258 -3.042
O -3.204 3.399 0.331
C 2.492 -2.645 -4.865
*
```

Relative energy (zero: lowest compared OMol25 entry of this formula, charge and spin): 24.8 kcal per mole
LUMO level: -0.156 Eh

---

The following is a DFT calculation (the ωB97M-V functional and the def2-TZVPD basis) of a 2-piece molecular cluster, C45H66ClN4 overall.

```
! wB97M-V def2-TZVPD RIJCOSX def2/J DEFGRID3
* xyz 1 1
C -3.669 2.457 -3.095
H -2.605 2.636 4.267
N -2.218 0.026 1.165
H 2.389 -1.864 -3.283
C 0.041 -0.329 1.259
C -2.252 -1.999 5.175
C -1.808 -1.050 6.091
H 1.393 1.145 3.674
H 4.787 -0.250 -3.580
H -0.907 0.899 6.329
C -2.445 0.970 -1.078
H -0.054 -4.370 -1.947
C 1.380 2.957 0.028
H 6.926 -3.403 3.099
H 4.611 1.478 -3.941
H 3.857 -2.463 1.371
H -1.717 -2.768 0.940
C 2.679 1.275 -5.873
H -1.411 -1.311 -2.213
H -3.812 3.134 2.450
H -2.104 -2.519 -4.223
N -1.679 0.279 -0.053
H -1.798 2.531 0.984
C -0.301 0.071 -0.030
C -1.236 0.130 5.629
C 0.813 2.005 4.031
H -3.106 -3.053 -1.937
H -0.790 -3.624 2.209
H 1.471 4.192 -2.447
C -4.016 -2.293 2.287
H -4.417 -1.903 -2.263
H -3.685 1.480 1.793
C 2.092 0.241 -3.609
H 7.627 -2.427 0.264
C -3.404 -2.000 -1.844
H 1.402 2.080 0.686
H -2.237 4.879 1.397
C 1.276 -0.605 1.834
H 2.978 -0.758 -5.247
H 1.613 1.241 -6.115
C 7.229 -1.826 1.094
C 0.829 1.397 -1.881
H -0.841 1.794 2.694
H 2.141 -0.240 1.295
C -2.089 -1.812 3.806
C -1.434 -0.652 3.354
H 2.620 -3.278 -1.085
C -2.652 0.385 -2.352
H -1.720 4.663 -0.283
C 4.805 -2.144 0.928
H -3.440 4.954 0.101
H 1.002 2.158 5.104
H 5.181 0.366 -5.200
C -3.658 2.933 -1.790
C 3.042 0.246 -4.801
H -0.252 -2.306 -0.672
C -1.792 -3.430 1.810
H 1.339 -1.111 2.789
H -4.745 -2.120 3.088
C -1.539 2.858 4.416
H 1.014 3.813 0.611
C -2.731 2.935 0.566
H 2.411 3.176 -0.289
C 0.460 3.927 -2.113
H -4.169 3.863 -1.542
C -2.717 -2.844 2.876
H -4.455 -2.987 1.561
C -2.420 -1.109 -2.604
C 1.755 -3.006 -0.462
H -2.737 -2.912 5.529
C 0.488 2.709 -1.187
H 1.182 -3.669 -3.019
H -3.432 -1.399 -4.513
H -0.540 2.581 -0.819
H -2.988 -3.684 3.527
H 2.079 -2.277 0.285
H 2.939 2.289 -5.548
C 0.634 -2.426 -1.317
C 4.493 0.467 -4.353
C 0.537 0.153 -1.235
H -3.448 -1.757 -0.775
N 5.930 -2.375 1.557
C -3.835 2.535 1.534
N -1.195 -0.436 1.934
H 5.140 -3.442 3.205
H -1.331 3.841 3.969
H 7.099 -0.790 0.769
H -0.495 -3.079 -3.082
C -2.424 -1.481 -4.089
H 3.241 1.063 -6.788
H -2.206 -4.380 1.445
H -3.819 -1.338 1.781
C 0.295 -3.438 -2.412
H -4.100 3.051 -3.895
H 1.156 2.898 3.489
H -1.345 2.919 5.497
C 1.479 1.396 -3.112
C -1.115 0.375 4.259
H -1.934 -1.219 7.162
H 7.932 -1.875 1.930
C -0.674 1.764 3.781
Cl 4.725 -1.312 -0.556
C 1.017 -1.047 -1.846
H -4.823 2.639 1.069
H -3.137 0.822 -4.393
C -2.526 4.445 0.432
C -2.953 2.252 -0.794
H -1.740 -0.847 -4.665
H 1.407 -3.902 0.068
H 0.053 4.801 -1.588
H 5.981 -4.453 2.011
C -3.139 1.202 -3.374
H -0.167 3.736 -2.993
C 5.998 -3.481 2.528
C 1.892 -0.955 -2.926
H 1.564 2.318 -3.687
*
```

LUMO level: -0.165 Eh

---

The following is a DFT calculation (the ωB97M-V functional and the def2-TZVPD basis) of C3H2O2Yb as an isolated structure.

```
! wB97M-V def2-TZVPD RIJCOSX def2/J DEFGRID3
* xyz 2 3
Yb -2.189 -1.688 0.853
O 1.217 -0.164 -0.460
C 0.314 1.060 -0.410
H 0.752 1.842 0.223
H 0.149 1.434 -1.428
O 0.239 -1.919 0.745
C -0.767 0.213 0.212
C 0.284 -0.778 0.265
*
```

<S²>: 2.0134
Relative energy (zero: lowest compared OMol25 entry of this formula, charge and spin): 15.0 kcal per mole
LUMO level (spin up / spin down): -0.374 / -0.491 Eh

---

The following is a DFT calculation (the ωB97M-V functional and the def2-TZVPD basis) of a 2-piece molecular cluster, C8H12BrN2S overall.

```
! wB97M-V def2-TZVPD RIJCOSX def2/J DEFGRID3
* xyz 1 3
C -0.460 -1.206 2.127
C 2.802 2.505 -0.884
S 3.360 3.682 -0.101
C -1.172 -0.736 -0.218
H -1.208 -1.808 -0.226
H 0.987 -0.784 -3.060
C 2.357 -0.813 0.606
H -0.042 1.594 0.084
H -1.472 -1.129 2.525
H -0.162 -2.275 2.107
H -2.181 -0.378 0.089
H 0.544 1.507 1.767
H 0.134 -0.661 2.895
H 1.411 1.597 -3.141
N 1.749 -0.451 -2.523
C -0.159 -0.437 0.888
H -1.021 -0.534 -1.257
C 1.183 -0.718 0.556
H 2.297 -0.970 -1.781
Br 4.177 -1.320 0.787
H -1.296 1.298 1.305
N 2.416 1.459 -1.390
C -0.223 1.086 1.090
C 1.783 0.859 -2.416
*
```

<S²>: 2.0145
Relative energy (zero: lowest compared OMol25 entry of this formula, charge and spin): 88.0 kcal per mole
LUMO level (spin up / spin down): -0.144 / -0.319 Eh

---

It is found that the maximum force values, taken in the order of the records, are 0.0498 0.0724 0.0237 0.0119 0.0197 0.0984 0.0560 0.1022 0.1092 Eh/bohr.